C31H31F3N2O2S | ωB97M-V with the def2-TZVPD basis set

The HOMO-LUMO gap is 3.070 eV. Its total energy is -58710.7200 eV.

Each line ends with the Löwdin charge.
Atoms and positions in Å:
C (-4.914, 0.580, 4.347)  -0.09
C (-3.443, 0.305, 4.344)  -0.33
C (-2.956, -1.010, 4.370)  -0.08
C (-1.594, -1.264, 4.382)  -0.07
C (-0.642, -0.187, 4.349)  -0.32
C (0.735, -0.435, 4.314)  -0.26
S (1.888, 0.851, 4.325)  0.70
C (3.498, -0.117, 4.337)  -0.64
F (4.517, 0.767, 4.340)  0.10
F (3.592, -0.906, 5.431)  0.12
F (3.600, -0.895, 3.230)  0.09
O (1.897, 1.582, 3.070)  -0.36
O (1.894, 1.590, 5.570)  -0.31
C (-1.159, 1.145, 4.344)  -0.07
C (-2.523, 1.363, 4.328)  -0.08
H (-5.082, 1.659, 4.356)  0.06
H (-5.410, 0.167, 3.462)  0.07
H (-5.404, 0.152, 5.228)  0.07
H (-3.670, -1.838, 4.389)  0.10
H (-1.206, -2.286, 4.423)  0.10
H (1.133, -1.441, 4.399)  0.07
H (-0.466, 1.989, 4.365)  0.09
H (-2.918, 2.379, 4.311)  0.10
C (6.006, 1.693, 0.199)  0.01
N (4.702, 1.340, -0.327)  -0.06
C (3.522, 1.699, 0.245)  0.08
C (2.450, 1.130, -0.493)  -0.11
C (1.106, 1.200, -0.148)  0.11
C (0.012, 0.816, -0.981)  -0.19
C (-0.015, 0.985, -2.394)  0.00
C (-1.014, 0.430, -3.182)  -0.14
C (-2.080, -0.281, -2.555)  -0.08
N (-3.036, -0.895, -3.312)  -0.07
C (-3.158, -0.636, -4.729)  -0.16
C (-1.794, -0.539, -5.383)  -0.16
C (-0.941, 0.517, -4.677)  -0.14
C (-4.238, -1.428, -2.712)  -0.16
C (-3.928, -2.126, -1.402)  -0.16
C (-3.190, -1.182, -0.456)  -0.14
C (-2.112, -0.395, -1.133)  -0.13
C (-1.121, 0.204, -0.377)  0.06
C (3.071, 0.358, -1.580)  -0.09
C (2.608, -0.558, -2.515)  -0.01
C (3.526, -1.186, -3.374)  -0.07
C (4.909, -0.982, -3.233)  -0.07
C (5.406, -0.122, -2.239)  0.00
C (4.471, 0.540, -1.451)  -0.16
H (6.784, 1.210, -0.398)  0.08
H (6.145, 2.781, 0.172)  0.11
H (6.090, 1.362, 1.244)  0.11
H (3.475, 2.330, 1.125)  0.15
H (0.882, 1.512, 0.872)  0.12
H (0.783, 1.556, -2.878)  0.14
H (-3.746, -1.456, -5.157)  0.12
H (-3.724, 0.299, -4.893)  0.14
H (-1.289, -1.512, -5.333)  0.12
H (-1.923, -0.289, -6.439)  0.12
H (-1.261, 1.518, -5.008)  0.13
H (0.104, 0.406, -4.992)  0.12
H (-4.965, -0.612, -2.546)  0.14
H (-4.679, -2.123, -3.435)  0.12
H (-4.861, -2.470, -0.951)  0.12
H (-3.306, -3.009, -1.593)  0.12
H (-3.909, -0.484, 0.002)  0.13
H (-2.753, -1.761, 0.367)  0.13
H (-1.156, 0.140, 0.716)  0.14
H (1.546, -0.791, -2.569)  0.11
H (3.158, -1.858, -4.152)  0.11
H (5.605, -1.508, -3.887)  0.11
H (6.471, 0.029, -2.072)  0.10

C84H132O24 | ωB97M-V with the def2-TZVPD basis set

The HOMO-LUMO gap is 8.059 eV. Its total energy is -138378.6459 eV.

Each line ends with the Löwdin charge.
Atoms and positions in Å:
C (9.802, 8.901, 17.333)  -0.04
C (8.739, 8.216, 17.794)  -0.03
C (8.844, 6.944, 18.508)  -0.25
C (10.155, 6.434, 18.698)  -0.01
C (11.259, 7.145, 18.174)  -0.01
C (11.066, 8.335, 17.454)  -0.35
O (12.123, 8.918, 16.888)  0.02
O (7.696, 6.441, 19.172)  0.01
H (9.656, 9.894, 16.813)  0.15
H (7.745, 8.609, 17.733)  0.10
H (10.259, 5.518, 19.214)  0.10
H (12.225, 6.791, 18.389)  0.06
H (12.968, 8.437, 16.944)  0.05
H (7.116, 7.197, 19.283)  0.08
C (19.428, 7.424, 28.288)  -0.06
C (20.339, 7.451, 29.317)  0.01
C (21.354, 6.459, 29.354)  -0.33
C (21.399, 5.504, 28.292)  -0.01
C (20.474, 5.591, 27.298)  -0.02
C (19.469, 6.549, 27.266)  -0.32
O (18.722, 6.622, 26.093)  0.04
O (22.235, 6.316, 30.316)  0.07
H (18.620, 8.085, 28.172)  0.08
H (20.432, 8.294, 29.998)  0.12
H (22.085, 4.723, 28.203)  0.10
H (20.483, 4.747, 26.483)  0.16
H (17.875, 6.886, 26.347)  0.03
H (22.303, 7.087, 30.915)  0.13
C (15.206, 7.259, 25.281)  0.02
C (15.537, 6.470, 26.389)  -0.01
C (15.952, 7.040, 27.560)  -0.39
C (16.214, 8.381, 27.555)  -0.05
C (16.051, 9.191, 26.451)  0.00
C (15.377, 8.624, 25.349)  -0.30
O (15.008, 9.546, 24.402)  -0.02
O (16.177, 6.226, 28.620)  0.05
H (14.835, 6.782, 24.417)  0.09
H (15.347, 5.392, 26.335)  0.12
H (16.710, 8.791, 28.454)  0.13
H (16.330, 10.230, 26.403)  0.11
H (15.269, 9.292, 23.441)  0.09
H (16.046, 6.719, 29.461)  0.13
C (12.680, 14.107, 19.554)  -0.04
C (12.772, 14.426, 18.241)  0.00
C (12.522, 13.347, 17.368)  -0.32
C (12.435, 12.020, 17.752)  -0.02
C (12.406, 11.696, 19.128)  0.01
C (12.502, 12.808, 20.010)  -0.28
O (12.378, 12.693, 21.403)  0.01
O (12.645, 13.653, 16.036)  0.00
H (12.683, 14.929, 20.290)  0.13
H (12.833, 15.391, 17.853)  0.10
H (12.448, 11.260, 16.997)  0.08
H (12.208, 10.640, 19.405)  0.10
H (12.107, 11.826, 21.659)  0.03
H (12.616, 12.812, 15.467)  0.14
C (18.693, 12.082, 25.572)  -0.04
C (18.394, 10.920, 24.801)  -0.02
C (19.078, 9.756, 25.069)  -0.32
C (20.109, 9.689, 26.104)  -0.01
C (20.430, 10.831, 26.775)  0.01
C (19.621, 12.018, 26.536)  -0.31
O (19.999, 13.069, 27.380)  0.02
O (18.901, 8.708, 24.208)  0.00
H (18.201, 13.003, 25.287)  0.12
H (17.637, 10.887, 24.037)  0.10
H (20.733, 8.785, 26.104)  0.13
H (21.200, 10.928, 27.518)  0.12
H (19.515, 13.853, 27.077)  0.10
H (18.773, 7.885, 24.715)  0.07
C (19.907, 4.467, 21.172)  -0.04
C (19.326, 3.947, 20.022)  -0.03
C (18.852, 4.766, 19.025)  -0.35
C (19.075, 6.136, 19.237)  -0.02
C (19.615, 6.635, 20.398)  -0.03
C (20.002, 5.814, 21.433)  -0.33
O (20.409, 6.213, 22.672)  0.05
O (18.092, 4.380, 17.965)  0.01
H (20.326, 3.771, 21.923)  0.13
H (19.065, 2.841, 19.990)  0.14
H (18.947, 6.830, 18.404)  0.12
H (19.880, 7.676, 20.484)  0.10
H (20.342, 7.181, 22.767)  0.07
H (18.117, 3.397, 17.884)  0.13
C (22.982, 10.365, 18.507)  -0.14
C (24.260, 9.548, 18.931)  -0.13
C (23.605, 8.262, 19.355)  -0.22
O (22.532, 8.031, 18.454)  -0.15
C (22.243, 9.284, 17.726)  -0.17
H (23.126, 11.300, 17.938)  0.12
H (22.457, 10.636, 19.405)  0.08
H (24.658, 10.016, 19.812)  0.10
H (25.014, 9.544, 18.166)  0.11
H (23.183, 8.354, 20.357)  0.10
H (24.271, 7.418, 19.417)  0.12
H (21.199, 9.422, 17.768)  0.08
H (22.524, 9.183, 16.668)  0.11
C (20.801, 9.986, 21.817)  -0.15
C (21.687, 9.277, 22.880)  -0.12
C (22.852, 10.344, 23.035)  -0.16
O (22.455, 11.492, 22.265)  -0.16
C (21.015, 11.464, 22.101)  -0.17
H (19.739, 9.782, 21.894)  0.09
H (21.235, 9.776, 20.857)  0.08
H (22.042, 8.262, 22.639)  0.11
H (21.160, 9.315, 23.827)  0.07
H (23.849, 10.016, 22.642)  0.12
H (22.974, 10.622, 24.075)  0.09
H (20.643, 12.082, 21.365)  0.08
H (20.537, 11.854, 23.003)  0.10
C (13.320, 12.141, 25.883)  -0.15
C (12.964, 12.422, 24.398)  -0.15
C (11.425, 12.811, 24.512)  -0.16
O (11.002, 12.313, 25.823)  -0.18
C (12.033, 11.377, 26.324)  -0.16
H (13.398, 13.030, 26.588)  0.13
H (14.239, 11.578, 25.967)  0.07
H (13.007, 11.419, 23.841)  0.09
H (13.524, 13.157, 23.763)  0.10
H (10.867, 12.405, 23.709)  0.08
H (11.383, 13.896, 24.596)  0.11
H (11.925, 10.384, 25.910)  0.09
H (11.912, 11.473, 27.427)  0.12
C (15.019, 3.773, 19.246)  -0.14
C (14.009, 4.931, 19.383)  -0.16
C (13.439, 4.652, 20.745)  -0.19
O (13.252, 3.200, 20.843)  -0.12
C (14.349, 2.624, 20.003)  -0.15
H (15.911, 4.174, 19.718)  0.09
H (15.232, 3.457, 18.160)  0.13
H (13.243, 4.958, 18.631)  0.09
H (14.516, 5.914, 19.403)  0.10
H (12.493, 5.107, 20.767)  0.10
H (13.925, 5.082, 21.549)  0.06
H (13.979, 1.823, 19.387)  0.11
H (15.022, 2.230, 20.678)  0.07
C (15.260, 6.821, 14.588)  -0.16
C (16.404, 7.513, 15.414)  -0.12
C (15.507, 8.435, 16.299)  -0.13
O (14.368, 7.559, 16.642)  -0.23
C (14.188, 6.493, 15.618)  -0.15
H (15.526, 5.877, 14.049)  0.13
H (14.838, 7.548, 13.877)  0.11
H (17.045, 8.110, 14.788)  0.10
H (16.928, 6.751, 15.952)  0.09
H (15.119, 9.339, 15.713)  0.15
H (15.927, 8.621, 17.300)  0.09
H (13.190, 6.509, 15.147)  0.12
H (14.280, 5.506, 16.113)  0.12
C (19.953, 12.639, 16.669)  -0.14
C (18.570, 13.216, 16.961)  -0.18
C (17.639, 12.212, 16.286)  -0.16
O (18.438, 11.613, 15.194)  -0.14
C (19.679, 11.367, 15.729)  -0.23
H (20.546, 12.385, 17.521)  0.08
H (20.496, 13.458, 16.140)  0.11
H (18.360, 14.227, 16.499)  0.13
H (18.508, 13.323, 18.051)  0.07
H (16.746, 12.634, 15.800)  0.12
H (17.385, 11.424, 17.065)  0.12
H (20.473, 11.172, 14.986)  0.13
H (19.733, 10.564, 16.452)  0.08
C (22.564, 13.722, 25.062)  -0.12
C (21.192, 14.408, 24.606)  -0.14
C (21.627, 15.349, 23.472)  -0.20
O (23.002, 15.638, 23.672)  -0.12
C (23.575, 14.454, 24.123)  -0.22
H (22.554, 12.684, 24.942)  0.05
H (22.783, 13.924, 26.139)  0.11
H (20.728, 14.931, 25.457)  0.09
H (20.422, 13.619, 24.296)  0.09
H (21.065, 16.245, 23.396)  0.11
H (21.456, 14.788, 22.545)  0.11
H (24.551, 14.683, 24.677)  0.14
H (23.761, 13.755, 23.327)  0.10
C (16.476, 3.320, 24.473)  -0.15
C (17.507, 3.813, 23.432)  -0.14
C (16.867, 5.131, 22.905)  -0.18
O (15.476, 5.008, 23.186)  -0.20
C (15.189, 3.708, 23.749)  -0.17
H (16.575, 3.885, 25.432)  0.10
H (16.648, 2.247, 24.773)  0.13
H (17.475, 3.120, 22.604)  0.10
H (18.528, 3.970, 23.895)  0.13
H (17.083, 5.165, 21.847)  0.10
H (17.165, 6.068, 23.335)  0.10
H (14.854, 3.022, 22.891)  0.13
H (14.332, 3.872, 24.360)  0.11
C (21.375, 5.602, 15.869)  -0.11
C (21.580, 6.779, 14.884)  -0.13
C (20.764, 6.308, 13.616)  -0.18
O (19.800, 5.429, 14.090)  -0.13
C (19.916, 5.119, 15.416)  -0.22
H (21.541, 5.740, 16.905)  0.08
H (22.058, 4.823, 15.555)  0.10
H (22.544, 6.988, 14.629)  0.07
H (21.093, 7.675, 15.283)  0.10
H (21.362, 5.839, 12.885)  0.10
H (20.273, 7.180, 13.220)  0.11
H (19.820, 4.021, 15.515)  0.12
H (19.163, 5.613, 16.068)  0.09
C (16.002, 12.524, 20.533)  -0.17
C (17.478, 12.410, 20.322)  -0.17
C (18.033, 13.760, 20.912)  -0.17
O (16.934, 14.350, 21.612)  -0.12
C (16.047, 13.283, 21.837)  -0.23
H (15.443, 11.599, 20.876)  0.12
H (15.422, 13.034, 19.749)  0.12
H (17.827, 12.237, 19.312)  0.06
H (17.930, 11.561, 20.977)  0.12
H (18.299, 14.419, 20.059)  0.11
H (19.012, 13.602, 21.505)  0.12
H (15.046, 13.679, 22.179)  0.13
H (16.458, 12.578, 22.589)  0.12
C (11.005, 7.963, 23.040)  -0.11
C (9.939, 8.427, 21.988)  -0.15
C (10.554, 9.572, 21.305)  -0.17
O (11.730, 9.975, 22.094)  -0.17
C (11.628, 9.299, 23.353)  -0.21
H (11.699, 7.357, 22.481)  0.09
H (10.648, 7.376, 23.830)  0.10
H (9.020, 8.737, 22.477)  0.12
H (9.756, 7.618, 21.330)  0.09
H (9.868, 10.376, 21.217)  0.12
H (10.871, 9.174, 20.314)  0.11
H (10.827, 9.847, 23.886)  0.13
H (12.538, 9.302, 23.946)  0.10
C (16.039, 8.833, 19.940)  -0.15
C (14.590, 8.622, 20.293)  -0.13
C (14.680, 7.851, 21.616)  -0.15
O (15.831, 8.364, 22.304)  -0.16
C (16.737, 8.910, 21.302)  -0.13
H (16.173, 9.870, 19.515)  0.12
H (16.505, 8.126, 19.312)  0.08
H (13.996, 8.111, 19.484)  0.11
H (14.127, 9.627, 20.459)  0.11
H (14.885, 6.795, 21.366)  0.10
H (13.809, 7.866, 22.273)  0.11
H (17.644, 8.316, 21.257)  0.10
H (17.025, 9.897, 21.609)  0.08

C6H8N2O | ωB97M-V with the def2-TZVPD basis set

The HOMO-LUMO gap is 10.317 eV. Its total energy is -11377.3737 eV. For the energy above the lowest of the compared OMol25 structures with the same formula, charge and spin, the calculation gives 190.4 kJ/mol.

Each line ends with the Löwdin charge.
Atoms and positions in Å:
C (-1.746, -0.328, -0.046)  -0.51
C (0.303, 0.389, 0.892)  -0.32
C (-0.393, 1.508, 0.193)  0.02
C (-1.500, 1.050, -0.475)  0.06
C (1.685, 0.345, 0.271)  -0.33
C (2.377, -0.900, -0.068)  -0.17
H (-0.482, -1.466, 1.384)  0.19
H (0.528, 0.574, 1.986)  0.17
H (0.152, 2.382, 0.034)  0.10
H (-2.221, 1.488, -1.050)  0.08
H (2.309, 1.085, 0.651)  0.12
H (3.432, -1.059, 0.037)  0.09
H (1.764, -1.828, 0.195)  0.12
H (1.149, -0.378, -1.675)  0.15
N (-0.548, -0.724, 0.601)  0.09
N (1.988, 0.023, -1.096)  0.03
O (-2.634, -1.035, -0.337)  0.11

CH3OP | ωB97M-V with the def2-TZVPD basis set

The HOMO-LUMO gap (spin up / spin down) is 7.431 / 7.403 eV. Its total energy is -12417.6199 eV. For the energy above the lowest of the compared OMol25 structures with the same formula, charge and spin, the calculation gives 360.5 kJ/mol.

Each line ends with the Löwdin charge.
Atoms and positions in Å:
C (1.547, -0.314, -0.287)  -0.14
O (2.224, 0.568, 0.172)  -0.01
P (-2.762, 0.050, 0.056)  0.42
H (0.807, -0.803, 0.418)  0.08
H (1.530, -0.405, -1.298)  0.04
H (-3.346, 0.904, 0.938)  -0.39